1.
# C5H4N

C5H4N as an isolated structure at a distorted geometry (wB97M-V/def2-TZVPD, the OMol25 dataset).

For the HOMO-LUMO gap (spin up / spin down), the calculation gives 7.85 / 7.85 eV. The calculation puts the LUMO energy (spin up / spin down) at -0.2944 / -0.2943 Eh. The calculation puts the molar mass at 78.09 u. Its energy above the lowest of the compared OMol25 structures with the same formula, charge and spin is 5.278 eV. As for the charge: +1. Its spin multiplicity is 1.

Last column: natural (NBO) charge in e.
CARTESIAN COORDINATES (ANGSTROEM)
C (2.27, 0.09, 0.84)  0.130
C (1.09, -0.68, 0.85)  0.391
C (0.72, 0.68, -0.77)  0.037
C (2.03, 0.46, -0.43)  0.161
C (-1.26, -0.37, 0.26)  -0.481
N (0.09, -0.08, 0.22)  -0.343
H (0.36, 1.21, -1.67)  0.298
H (-1.74, -1.05, -0.50)  0.268
H (-1.68, -0.80, 1.20)  0.283
H (-1.88, 0.54, 0.00)  0.257

2.
# C32H29AsBrN2O3S4Tc

C32H29AsBrN2O3S4Tc as an isolated structure at a distorted geometry (wB97M-V/def2-TZVPD, the OMol25 dataset).

For the HOMO-LUMO gap (spin up / spin down), the calculation gives 6.01 / 6.01 eV. The calculation puts the LUMO energy (spin up / spin down) at -0.2925 / -0.2927 Eh. The calculation puts the molar mass at 870.69 u. Its energy above the lowest of the compared OMol25 structures with the same formula, charge and spin is 1.552 eV. As for the charge: +2. Its spin multiplicity is 1.

Last column: Mulliken charge in e.
CARTESIAN COORDINATES (ANGSTROEM)
Tc (1.36, 0.41, 0.53)  -0.038
Br (0.73, 1.16, 7.74)  -0.098
C (1.23, 0.65, 6.01)  -0.080
C (2.36, -0.14, 5.82)  -0.813
C (2.73, -0.52, 4.55)  -1.082
C (1.98, -0.11, 3.45)  0.809
C (0.86, 0.68, 3.65)  1.045
C (0.48, 1.07, 4.93)  -1.135
N (2.32, -0.45, 2.10)  0.807
C (3.18, -1.35, 1.78)  0.006
C (3.42, -1.57, 0.36)  0.050
C (4.34, -2.48, -0.14)  -0.905
C (4.48, -2.59, -1.51)  -0.466
C (3.71, -1.78, -2.34)  -0.828
C (2.80, -0.90, -1.77)  -0.439
N (2.66, -0.80, -0.45)  0.629
H (2.94, -0.46, 6.68)  0.458
H (3.63, -1.12, 4.43)  0.383
H (0.23, 0.98, 2.82)  -0.202
H (-0.40, 1.68, 5.07)  0.558
H (3.72, -1.92, 2.53)  0.410
H (4.93, -3.08, 0.54)  0.528
H (5.19, -3.29, -1.94)  0.476
H (3.80, -1.84, -3.42)  0.494
H (2.18, -0.25, -2.38)  0.642
O (-0.10, -1.11, 0.74)  -0.427
C (-1.49, -0.92, 0.34)  2.557
C (-1.58, 0.44, -0.36)  -0.694
O (-2.53, 1.08, -0.57)  -0.398
O (-0.28, 0.80, -0.89)  1.052
C (-2.40, -1.06, 1.55)  0.600
C (-1.92, -1.71, 2.69)  -0.185
C (-2.75, -1.90, 3.79)  -0.878
C (-4.07, -1.46, 3.76)  -0.617
C (-4.54, -0.81, 2.63)  -1.002
C (-3.72, -0.61, 1.53)  -0.467
C (-1.80, -1.92, -0.81)  0.250
C (-3.07, -1.96, -1.36)  -0.250
C (-3.36, -2.84, -2.39)  -0.920
C (-2.38, -3.68, -2.89)  -0.661
C (-1.10, -3.64, -2.36)  -0.938
C (-0.81, -2.76, -1.32)  -0.255
H (0.04, -2.06, 0.87)  0.384
H (-0.90, -2.06, 2.77)  0.271
H (-2.36, -2.40, 4.67)  0.481
H (-4.72, -1.63, 4.61)  0.434
H (-5.57, -0.47, 2.60)  0.456
H (-4.11, -0.06, 0.69)  0.401
H (-3.85, -1.30, -1.00)  0.268
H (-4.36, -2.86, -2.81)  0.465
H (-2.61, -4.37, -3.70)  0.426
H (-0.33, -4.30, -2.74)  0.464
H (0.21, -2.75, -0.95)  0.259
S (0.12, 4.58, 0.12)  -0.125
As (1.49, 3.62, 1.50)  0.587
S (-0.58, 2.89, 1.27)  0.004
S (2.75, 2.15, 0.40)  -0.298
S (2.23, 4.29, 3.26)  -0.225
C (-0.37, 4.63, -3.74)  -1.432
C (-0.30, 3.15, -4.15)  1.694
C (1.00, 2.87, -4.92)  -1.580
C (-1.51, 2.77, -5.01)  -1.558
C (-0.30, 2.30, -2.93)  -0.342
C (-0.26, 1.62, -1.96)  -0.335
H (-0.32, 5.25, -4.64)  0.412
H (0.47, 4.90, -3.10)  0.294
H (-1.30, 4.84, -3.22)  0.347
H (1.02, 3.48, -5.82)  0.423
H (1.06, 1.82, -5.22)  0.364
H (1.88, 3.11, -4.32)  0.339
H (-1.48, 3.34, -5.94)  0.412
H (-2.45, 3.01, -4.49)  0.361
H (-1.51, 1.71, -5.26)  0.376